1.
Density functional theory data (the ωB97M-V functional and the def2-TZVPD basis) for 3 unconnected molecules or ions with the total composition C17H22NO7 in a non-equilibrium geometry.

Element x y z (Å)
H 1.882 2.055 -6.561
C -0.102 -1.483 0.571
H 1.834 -0.161 -7.473
H 0.269 2.453 2.402
C 0.365 -2.944 0.747
C 2.998 0.387 -4.625
H -3.893 1.120 -0.450
H -0.141 2.095 4.212
C 0.541 1.837 3.338
O 2.929 -0.408 -5.725
H 3.143 -2.955 -1.844
H 1.937 -4.556 -0.068
H 1.295 0.426 1.888
H 0.312 0.486 -0.616
C 1.816 -1.120 -1.368
O -5.859 1.009 0.135
H -0.736 -1.525 3.250
O 2.023 1.337 -4.640
C -4.570 0.419 0.049
H 3.277 0.616 4.827
N 2.472 0.696 4.186
C 2.272 -2.591 -1.209
C 1.538 -3.479 -0.152
C 0.644 -0.611 -0.503
H 0.946 -0.816 -6.078
O -4.909 1.225 2.162
C 2.143 2.006 3.522
H -1.615 0.091 3.114
C -4.205 0.194 1.485
H -0.120 -3.613 1.527
C 1.418 1.294 -5.926
O -6.848 2.304 1.707
H -4.551 -0.775 1.857
C -5.958 1.581 1.367
O 3.813 0.268 -3.752
H -3.133 0.278 1.660
O -1.144 -0.833 1.301
C 1.650 -0.314 3.878
C -0.752 -0.532 2.662
H 2.302 -0.381 -2.094
C 1.712 -0.099 -6.391
H -4.604 -0.509 -0.524
C 0.600 0.314 2.800
H 2.214 2.796 4.341
H 1.707 -1.394 4.267
H 0.348 1.495 -5.859
H 2.739 2.320 2.600

Forces on atoms 1 to 2 (eV/Å):
0.002 -0.065 0.063
3.534 -1.133 -2.921

Output
HOMO-LUMO gap ... 0.2460 hartree
Lowest unoccupied orbital energy ... -4.85 eV
Total charge ... +1
Total energy ... -33795.8407 eV
Highest occupied orbital energy ... -11.5 eV



2.
Density functional theory data (the ωB97M-V functional and the def2-TZVPD basis) for 2 unconnected molecules or ions with the total composition C4H5O2 in a non-equilibrium geometry.

Element x y z (Å)
O -1.372 -1.479 -2.055
H -0.623 0.680 1.424
O -1.048 -2.447 0.102
C 0.059 -1.301 -0.034
H 1.362 2.102 -0.529
C 0.454 2.030 0.160
C -0.908 -1.653 -0.950
H 1.069 -1.823 0.013
H 1.079 0.325 1.122
H -0.372 2.606 -0.213
C 0.301 0.959 0.960

Forces on atoms 1 to 2 (eV/Å):
-0.936 -0.392 0.069
-0.255 0.244 0.349

Output
HOMO-LUMO gap ... 0.2470 hartree
Lowest unoccupied orbital energy ... 4.45 eV
Total charge ... -1
Total energy ... -8320.5698 eV
Highest occupied orbital energy ... -2.3 eV



3.
Density functional theory data (the ωB97M-V functional and the def2-TZVPD basis) for a gas-phase ion, C11H17N2O (charge +1).

Element x y z (Å)
H 1.923 2.338 -0.616
H 4.318 1.871 -0.143
H 4.981 -0.472 0.421
H -2.929 1.656 -1.059
C -2.123 0.918 -1.035
C -1.641 -1.243 0.199
N -1.054 1.382 -0.122
C -1.367 1.045 1.278
C 2.994 -1.216 0.198
H -0.731 -2.592 -1.221
H -3.546 -0.275 0.080
C -0.486 -1.633 -0.758
H -0.932 2.388 -0.232
C 3.588 1.080 -0.118
H -0.684 1.579 1.940
C -1.213 -0.466 1.458
H -1.831 -0.778 2.299
C -2.686 -0.431 -0.571
N 1.321 0.390 -0.375
C 2.267 1.340 -0.383
H -2.103 -2.174 0.533
H -3.034 -0.992 -1.437
C 3.954 -0.232 0.194
H -0.360 -0.897 -1.557
H 3.218 -2.245 0.419
H -2.385 1.365 1.510
C 1.670 -0.870 -0.112
O 0.768 -1.851 -0.130
H -1.707 0.851 -2.042
H -0.004 0.881 -0.333
H -0.185 -0.717 1.715

Forces on atoms 1 to 2 (eV/Å):
0.013 0.123 -0.004
0.045 0.109 -0.007

Output
HOMO-LUMO gap ... 0.3678 hartree
Lowest unoccupied orbital energy ... -2.68 eV
Structure (SMILES) ... c1ccc(OCC2CC[NH2+]CC2)nc1
Total charge ... +1
Total energy ... -16704.7433 eV
Highest occupied orbital energy ... -12.7 eV



4.
Density functional theory data (the ωB97M-V functional and the def2-TZVPD basis) for 6 unconnected molecules or ions with the total composition C52H116N5O3P in a non-equilibrium geometry.

Element x y z (Å)
C 2.250 -2.966 1.836
H 6.020 -6.764 1.674
H 3.090 1.101 -1.821
C 2.883 6.258 -1.962
H -0.188 2.884 -2.448
H -3.627 -1.032 -3.896
C 0.345 4.211 4.578
H 2.013 6.785 -2.356
C -0.502 -3.858 -4.230
H 0.968 -2.302 3.806
H 0.769 -3.838 4.751
H 2.715 -4.878 -4.215
C 1.653 -5.062 -4.376
H -0.636 6.922 1.951
H -0.244 -4.039 -5.274
C -5.168 -2.890 1.249
H -4.428 -4.679 2.052
H 4.563 -4.837 2.235
C 0.453 2.916 -3.330
H 1.640 0.994 6.075
C -5.376 -4.382 1.602
H -1.256 3.686 -4.521
C -4.962 -1.607 -0.934
C 1.861 -2.657 -4.131
H 2.467 -0.831 -3.286
H -6.194 -4.621 2.282
C 0.358 7.077 1.530
C -3.468 0.525 3.878
C 3.057 1.816 -0.999
H 5.574 8.084 -3.371
H -3.737 -0.250 3.160
H -4.054 -0.287 0.388
H 1.093 6.339 1.849
H 4.954 5.743 -2.686
H -0.553 3.444 2.739
H 0.674 -5.880 2.594
C 0.619 0.665 5.881
N 1.652 -4.089 2.786
C 0.784 2.027 3.714
H -0.027 2.737 -5.373
C 3.694 8.813 -3.653
H 1.491 -1.929 -0.955
H 3.907 -7.147 4.015
H -0.488 4.911 4.635
C 3.835 -5.553 2.617
H -5.126 1.748 3.356
H 1.448 -2.450 1.308
H -0.725 -3.518 1.238
C -5.505 -4.037 -0.807
H 4.093 2.124 0.790
H -0.274 3.268 6.556
H 1.277 4.768 4.677
N -0.349 0.062 -0.005
H -0.833 -1.837 -4.614
H -2.508 1.673 -1.513
H 0.833 3.634 -0.293
H 2.953 -3.455 1.162
O -0.424 -0.063 -1.200
H -3.692 2.675 3.473
C 0.403 3.416 3.263
H -5.463 1.106 -0.948
H 1.823 5.013 0.330
H 4.793 -7.966 1.598
H -3.000 -4.155 0.598
H -2.697 -3.182 -5.780
H -2.073 1.345 -5.199
H -3.816 1.621 2.038
C 4.123 6.424 -2.867
C 1.700 -1.586 -3.111
H -1.586 0.500 3.035
H 2.196 -5.525 4.138
H 4.105 9.782 -3.934
H -1.458 -4.941 1.755
H 3.404 8.327 -4.584
H -2.318 2.026 -3.688
H 3.008 6.683 -0.967
H 1.100 -5.282 0.957
C 4.592 -6.603 3.364
H 0.695 8.072 1.820
H -1.276 -4.377 3.918
C 2.798 -4.846 3.534
C 1.132 4.671 -0.441
C -3.159 -3.347 -0.116
H 1.214 3.780 2.632
C 1.136 -3.744 -2.192
H -4.952 -4.360 -1.689
H -1.474 -2.561 -3.040
C -2.858 -2.770 -4.783
H 1.841 1.931 3.960
H 2.238 4.020 -4.217
H -2.462 -2.557 0.159
H -3.002 -0.617 -0.981
H -3.503 2.069 0.007
C -0.610 -4.298 1.991
H 1.565 -2.175 -5.063
C 0.771 -5.001 1.958
H -4.488 0.810 -2.342
H 0.150 -3.672 -1.733
H 4.538 -0.514 1.134
H -0.416 5.721 -1.657
H 0.673 -0.231 5.263
H 2.677 8.973 -3.293
N 0.061 1.825 5.042
C 3.493 3.189 -1.450
H -1.376 -2.746 3.427
P 2.299 4.563 -1.842
H -6.092 -2.312 1.240
H 1.447 3.120 6.127
H -0.544 7.557 -0.416
C -3.450 2.010 -1.080
H 2.989 0.041 1.647
H -4.014 0.158 4.747
H 2.018 1.889 -0.678
H 1.139 7.304 -0.494
C -4.068 1.725 3.093
C -4.037 -0.440 -0.691
C 0.695 -3.357 3.775
C 1.469 4.083 -3.448
H -4.478 -2.458 1.974
H -1.630 -0.398 4.460
H -1.015 0.797 -3.783
C -1.438 -2.603 -4.128
H 0.749 -1.062 -3.211
H -4.897 -5.931 0.191
O -0.482 -0.922 0.695
H -4.708 -1.841 -1.968
H -3.689 3.007 -1.450
C 4.002 1.304 0.079
H 1.410 -5.968 -3.819
H 5.017 1.189 -0.303
H -6.633 -5.526 0.303
H 6.049 -8.021 2.885
H 2.944 -2.572 -1.761
H 3.264 -4.119 4.198
H 3.105 -0.657 0.095
C 0.245 6.936 0.009
H 2.898 -2.946 -4.298
O -0.383 1.161 0.553
H 1.082 2.070 -3.057
C -0.765 -3.639 3.300
H 1.532 -5.085 -5.459
H -6.535 -3.698 -0.917
H -1.735 1.788 5.916
C 4.633 7.923 -2.844
C -3.627 -1.487 -4.887
H -1.708 2.815 4.457
C -1.480 1.827 4.857
H 4.115 3.697 -0.712
C 0.431 3.141 5.735
C -1.516 1.614 -4.301
H 0.027 0.507 6.782
C -4.448 0.851 -1.253
H 2.731 -2.152 2.379
H 0.794 4.910 -3.668
H -3.199 -0.799 -5.616
H -2.893 -3.804 -1.070
H 4.101 2.940 -2.320
H 0.527 1.179 3.079
H -0.878 -4.774 -3.776
H 3.835 6.141 -3.879
C 5.382 -7.382 2.306
C 3.644 -0.001 0.778
H 5.253 -6.081 4.056
C 1.872 -2.399 -1.862
H 1.636 -4.596 -1.732
C -5.622 -5.120 0.256
H 4.751 8.334 -1.841
H -6.021 -1.410 -0.763
H -3.457 -3.448 -4.175
C -0.574 2.840 -4.435
H -0.924 5.213 0.076
N 0.992 -3.825 -3.757
N -4.640 -2.908 -0.229
H 3.324 -5.789 1.684
H -4.630 -1.618 -5.292
C -1.928 0.574 4.067
C -0.148 5.545 -0.615

Forces on atoms 1 to 2 (eV/Å):
-0.491 -0.884 0.604
-0.015 0.421 0.298

Output
HOMO-LUMO gap ... 0.3385 hartree
Lowest unoccupied orbital energy ... -7.58 eV
Total charge ... +4
Total energy ... -78647.2124 eV
Highest occupied orbital energy ... -16.8 eV



5.
Density functional theory data (the ωB97M-V functional and the def2-TZVPD basis) for a molecular structure, C33H52CoN3O3P2 in a non-equilibrium geometry.

Element x y z (Å)
C -4.086 -0.987 -1.668
H 3.063 -2.563 -1.607
C -2.870 1.526 1.841
N 1.011 0.014 -1.374
H 2.022 -0.106 4.024
C 1.827 3.118 -0.644
H 1.987 0.589 -5.041
H 0.423 1.463 3.459
C -5.286 -0.722 -3.738
C -0.220 4.586 -0.868
H 2.963 -5.184 1.001
H 2.511 3.983 -0.653
H -2.234 1.416 2.732
H -0.207 -4.791 1.083
C -0.997 1.378 -1.464
H -1.471 2.172 -2.049
H -1.924 4.769 1.024
H -1.584 3.866 2.538
H -1.428 -4.797 -0.202
H -2.998 3.435 -1.064
H 1.989 -4.323 -1.948
H 4.347 -4.227 1.517
C 1.220 -4.725 -1.273
H -1.491 -2.730 -1.573
C -0.688 -4.167 0.321
H -3.681 1.826 -0.669
C -4.250 0.068 -4.272
C 2.315 0.936 4.160
H 1.680 2.792 -1.682
H 1.701 -5.323 -0.492
H -4.251 3.276 0.182
H 1.240 -4.678 2.427
H 0.775 -3.022 2.925
N -1.615 -0.653 -0.248
H -1.230 -3.347 0.820
C 0.325 -3.609 -0.703
H -1.201 4.259 -1.236
H -0.356 5.533 -0.325
H 0.232 4.944 1.730
P -0.603 2.010 0.286
H -3.252 4.174 2.031
H 0.822 3.313 2.180
Co 0.214 -0.482 0.311
H 3.372 -0.936 -3.533
H 1.913 4.469 1.413
H 1.272 2.759 4.129
C 0.508 3.549 0.021
C -3.080 -0.139 -2.158
C 2.038 -0.675 -1.902
H 0.602 -5.419 -1.863
H -2.927 0.544 1.350
C -3.140 0.372 -3.472
H 0.549 1.616 5.115
O 4.093 2.070 3.075
H 2.304 2.320 -0.055
H 0.013 1.809 -4.014
C 1.722 0.440 -3.993
H 4.030 -1.516 1.379
C 0.627 1.112 -3.443
H 2.240 -3.789 3.580
H 2.891 1.085 5.070
H -6.015 -1.881 -2.030
O 2.300 1.319 1.854
C -3.361 2.790 -0.252
C -0.069 -0.476 1.961
C 1.623 -3.679 2.674
H 0.011 -2.096 -2.307
H -0.562 -3.741 -2.700
C 2.498 -3.093 1.544
H 2.817 -1.213 2.642
H 4.074 -2.467 2.874
C -2.336 2.611 0.886
H 3.696 -3.986 -0.104
H 0.399 4.807 -1.752
C 2.642 -1.738 -1.018
H -6.147 -0.942 -4.353
C 3.411 -4.184 0.938
C 3.013 1.478 2.894
H -4.292 0.441 -5.296
O -0.391 -0.527 3.090
H -3.953 -1.413 -0.662
H 3.497 -1.315 -0.468
N 1.047 1.760 4.225
P 1.378 -2.309 0.218
H -3.886 1.814 2.166
C 3.401 -1.994 2.141
C -2.242 3.934 1.661
C 0.872 4.110 1.419
H -2.315 0.981 -3.861
C 0.270 0.869 -2.124
C -5.217 -1.256 -2.443
C 2.475 -0.419 -3.200
C -1.936 0.126 -1.223
C -0.474 -2.994 -1.893

Forces on atoms 1 to 2 (eV/Å):
-0.171 0.101 -0.085
-0.196 0.258 -0.028

Output
HOMO-LUMO gap (alpha / beta) ... 0.2569 / 0.2721 hartree
Lowest unoccupied orbital energy (alpha / beta) ... -2.53 / -3.79 eV
Total charge ... +1
⟨S²⟩ ... 3.7937
Total energy ... -101875.5374 eV
2S+1 ... 4
Highest occupied orbital energy (alpha / beta) ... -9.5 / -11.2 eV